Formula: C2O2S2
Source: the OMol25 dataset
Level of theory: ωB97M-V/def2-TZVPD

Geometry as XYZ:
```
6
Properties=species:S:1:pos:R:3:mulliken_charge:R:1
O -1.311 0.303 -1.612 -0.391
C -0.417 0.188 -0.854 0.557
O -0.521 -0.252 0.504 -0.235
C 0.625 -0.156 1.080 0.461
S 1.450 -0.409 2.405 -0.177
S 1.394 0.392 -0.930 -0.215
```

Output
HOMO level	-9.81	eV
energy relative to the best compared isomer or geometry (same formula, charge and spin)	246.2	kJ/mol
strongest force on any atom	3.3	eV Å⁻¹
E	-1023.01184	Ha
SMILES	O=C1OC(=S)S1



Formula: C2O3S
Source: the OMol25 dataset
Level of theory: ωB97M-V/def2-TZVPD

Geometry as XYZ:
```
6
Properties=species:S:1:pos:R:3:mulliken_charge:R:1
O -1.690 -0.645 1.991 -0.381
C -0.863 -0.424 1.147 1.029
C 0.266 -0.426 0.552 -0.718
S 0.652 0.251 -0.865 0.935
O -0.411 0.764 -1.750 -0.443
O 2.045 0.481 -1.076 -0.421
```

Output
HOMO level	-10.81	eV
energy relative to the best compared isomer or geometry (same formula, charge and spin)	481.4	kJ/mol
strongest force on any atom	6.6	eV Å⁻¹
E	-699.99382	Ha
SMILES	O=C=C=S(=O)=O



Formula: C30H16Cl3IIrN4O10
Source: the OMol25 dataset
Level of theory: ωB97M-V/def2-TZVPD

Geometry as XYZ:
```
65
Properties=species:S:1:pos:R:3:mulliken_charge:R:1
Ir -0.181 0.003 0.708 2.577
Cl 3.509 5.292 -1.379 -0.246
C 2.994 3.797 -0.678 0.475
C 3.891 3.023 0.002 -0.475
C 3.509 1.792 0.580 -0.490
I 4.889 0.643 1.603 0.113
C 2.208 1.360 0.466 0.574
O 1.744 0.210 0.966 -0.656
C 1.290 2.178 -0.230 0.623
N 0.010 1.711 -0.280 -0.503
C -0.936 2.374 -0.907 0.094
C -0.645 3.585 -1.545 -0.889
C 0.622 4.099 -1.494 -0.641
C 1.640 3.395 -0.820 -0.179
H 4.914 3.356 0.100 0.421
H -1.927 1.942 -0.875 0.434
H -1.441 4.108 -2.055 0.443
H 0.853 5.044 -1.967 0.444
O -3.961 -1.198 0.705 -0.617
C -2.812 -1.253 0.355 0.231
O -2.077 -0.150 0.219 -0.753
C -2.154 -2.576 0.058 0.192
C -2.998 -3.674 -0.026 -0.874
C -2.490 -4.919 -0.330 -0.344
C -1.141 -5.117 -0.566 -0.505
C -0.316 -4.021 -0.502 0.034
C -0.776 -2.740 -0.161 0.984
O 0.141 -1.796 0.025 -0.620
N 1.110 -4.229 -0.789 1.022
O 1.647 -3.456 -1.549 -0.553
O 1.646 -5.169 -0.236 -0.592
N -3.398 -6.073 -0.402 1.056
O -2.909 -7.148 -0.688 -0.630
O -4.579 -5.870 -0.219 -0.612
H -4.055 -3.536 0.153 0.641
H -0.748 -6.098 -0.789 0.587
Cl -1.704 -0.309 7.828 -0.188
C -1.098 -1.606 6.854 1.021
C -1.086 -2.884 7.385 -0.654
C -0.665 -3.953 6.612 -0.432
C -0.247 -3.739 5.310 -0.857
C -0.237 -2.451 4.807 0.796
Cl 0.349 -2.207 3.183 -0.109
C -0.660 -1.343 5.552 -1.031
N -0.699 -0.067 4.997 0.358
C 0.072 1.004 5.491 0.655
C 1.077 0.811 6.434 -0.268
C 1.826 1.883 6.892 -0.775
C 1.593 3.159 6.403 -0.731
C 0.592 3.351 5.463 -0.479
C -0.184 2.293 5.006 0.252
C -1.287 2.543 4.005 -1.639
C -0.778 2.369 2.585 0.792
O -0.505 3.294 1.860 -0.557
O -0.649 1.070 2.287 -0.763
H -1.430 -3.031 8.399 0.432
H -0.666 -4.953 7.023 0.375
H 0.089 -4.555 4.686 0.453
H -0.778 -0.057 3.990 -0.120
H 1.273 -0.187 6.806 0.505
H 2.600 1.714 7.629 0.395
H 2.179 3.998 6.753 0.398
H 0.393 4.345 5.079 0.447
H -1.643 3.567 4.088 0.576
H -2.116 1.855 4.181 0.384
```

Output
HOMO level (alpha / beta)	-8.23 / -8.23	eV
energy relative to the best compared isomer or geometry (same formula, charge and spin)	134.6	kJ/mol
spin multiplicity	2
strongest force on any atom	0.6	eV Å⁻¹
E	-3906.71598	Ha
expectation value of S²	0.763



Formula: C30H19Br2N3O6TeV
Source: the OMol25 dataset
Level of theory: ωB97M-V/def2-TZVPD

Geometry as XYZ:
```
62
Properties=species:S:1:pos:R:3:mulliken_charge:R:1
V -0.516 0.335 0.487 0.690
O 3.751 -0.741 -3.885 -0.585
C 3.024 -0.575 -2.741 1.143
C 2.545 0.667 -2.355 -0.666
C 1.793 0.734 -1.201 0.054
N 1.511 -0.340 -0.462 0.547
C 2.042 -1.522 -0.788 -0.041
C 2.797 -1.683 -1.936 -0.652
C 1.901 -2.681 0.218 -0.046
O 2.037 -3.824 -0.234 -0.802
O 1.717 -2.328 1.419 -0.426
C 1.345 2.078 -0.624 0.039
O 1.828 3.103 -1.089 -0.820
O 0.557 1.980 0.383 -0.664
H 3.787 0.108 -4.339 0.291
H 2.738 1.577 -2.911 0.389
H 3.193 -2.658 -2.181 0.549
C -1.384 -2.260 2.465 -0.916
C -2.016 -2.275 1.113 0.699
C -2.954 -3.269 0.787 -0.966
C -3.551 -3.312 -0.439 -1.140
C -3.222 -2.324 -1.388 0.613
C -3.738 -2.246 -2.704 0.120
Br -5.028 -3.525 -3.303 -0.313
C -3.346 -1.265 -3.572 -0.369
C -2.432 -0.297 -3.157 -0.315
Br -1.898 1.056 -4.377 -0.224
C -1.902 -0.258 -1.863 0.974
O -1.121 0.648 -1.423 -0.638
C -2.290 -1.343 -0.988 -0.428
N -1.682 -1.324 0.242 0.658
H -1.805 -3.045 3.094 0.407
H -1.545 -1.290 2.937 -0.004
H -0.306 -2.422 2.376 0.069
H -3.199 -4.013 1.533 0.421
H -4.265 -4.086 -0.685 0.315
H -3.749 -1.229 -4.574 0.390
N -3.070 1.403 1.961 -1.028
C -2.094 1.040 1.436 0.468
Te 1.399 0.140 2.350 0.797
C 1.215 -0.883 4.224 0.038
C 0.163 -0.606 5.094 -0.078
C 0.013 -1.319 6.275 -0.728
C 0.911 -2.330 6.599 -0.340
C 1.964 -2.610 5.739 -0.592
C 2.114 -1.891 4.559 -0.264
C 1.201 1.969 3.497 0.046
C 0.004 2.662 3.654 0.038
C -0.070 3.753 4.513 -0.756
C 1.052 4.173 5.215 -0.369
C 2.262 3.514 5.034 -0.582
C 2.331 2.423 4.176 -0.380
H -0.545 0.177 4.845 0.347
H -0.813 -1.092 6.939 0.370
H 0.783 -2.902 7.511 0.348
H 2.665 -3.401 5.984 0.352
H 2.919 -2.126 3.873 0.321
H -0.872 2.354 3.095 0.190
H -1.011 4.277 4.633 0.414
H 0.988 5.012 5.900 0.335
H 3.149 3.852 5.560 0.361
H 3.273 1.905 4.032 0.335
```

Output
HOMO level (alpha / beta)	-1.25 / -2.67	eV
energy relative to the best compared isomer or geometry (same formula, charge and spin)	92.3	kJ/mol
spin multiplicity	4
strongest force on any atom	2.4	eV Å⁻¹
charge	-2
E	-8130.60231	Ha
expectation value of S²	3.774



Formula: C30H19F3N7O3S2V
Source: the OMol25 dataset
Level of theory: ωB97M-V/def2-TZVPD

Geometry as XYZ:
```
65
Properties=species:S:1:pos:R:3:mulliken_charge:R:1
V 0.358 -0.641 -0.631 0.077
C 4.030 1.559 -0.066 -0.964
C 2.943 0.927 -0.663 -0.313
N 1.973 0.342 0.046 0.687
C 2.054 0.386 1.401 0.216
C 3.109 1.036 2.087 0.987
C 4.129 1.620 1.303 -1.131
C 3.062 1.088 3.495 -0.952
C 1.990 0.538 4.163 -1.038
C 0.950 -0.113 3.497 -1.254
C 0.974 -0.237 2.101 0.529
N 0.052 -0.765 1.254 1.526
C -1.136 -1.357 1.596 -0.072
C -1.476 -2.022 2.764 -0.573
C -2.748 -2.596 2.928 -1.066
C -3.708 -2.515 1.956 -0.861
C -3.405 -1.875 0.735 0.848
C -4.309 -1.755 -0.338 -0.974
C -3.917 -1.117 -1.486 -1.080
C -2.610 -0.628 -1.585 -0.114
N -1.739 -0.728 -0.606 0.843
C -2.120 -1.317 0.551 0.192
H 4.797 1.985 -0.700 0.418
H 2.871 0.847 -1.739 0.420
H 4.969 2.109 1.782 0.385
H 3.866 1.578 4.032 0.384
H 1.947 0.605 5.244 0.375
H 0.120 -0.489 4.075 0.390
H -0.739 -2.166 3.540 0.610
H -2.963 -3.122 3.850 0.368
H -4.688 -2.957 2.093 0.396
H -5.299 -2.185 -0.243 0.421
H -4.591 -1.007 -2.324 0.405
H -2.262 -0.152 -2.493 0.287
N 0.014 3.358 -1.905 -0.057
C -0.274 3.700 -0.604 0.316
C -0.417 4.929 0.018 -1.195
C -0.696 4.916 1.377 -0.484
C -0.847 3.716 2.071 -1.056
C -0.715 2.488 1.443 -0.240
C -0.394 2.476 0.088 0.238
N -0.160 1.430 -0.779 1.140
C 0.087 1.985 -1.960 -0.466
C 0.481 1.176 -3.059 -0.406
C 0.741 1.489 -4.370 -0.351
S 1.295 0.085 -5.190 -0.254
C 1.146 -0.829 -3.736 -0.383
N 0.705 -0.148 -2.728 0.826
H 0.248 3.985 -2.651 0.233
H -0.310 5.861 -0.524 0.405
H -0.794 5.856 1.905 0.378
H -1.065 3.742 3.131 0.445
H -0.841 1.567 1.993 0.448
H 0.662 2.436 -4.880 0.435
H 1.416 -1.873 -3.700 0.309
N 2.928 -2.373 -1.149 -1.073
C 1.981 -1.727 -0.951 0.274
F 1.276 -4.265 -3.003 -0.219
C 0.315 -4.775 -2.217 0.495
F -0.377 -5.659 -2.965 -0.247
F 0.897 -5.458 -1.229 -0.240
S -0.810 -3.418 -1.591 1.148
O -2.030 -4.105 -1.259 -0.687
O -0.875 -2.557 -2.748 -0.661
O -0.073 -2.884 -0.449 -0.439
```

Output
HOMO level (alpha / beta)	-2.17 / -2.27	eV
energy relative to the best compared isomer or geometry (same formula, charge and spin)	112.2	kJ/mol
spin multiplicity	2
strongest force on any atom	2.4	eV Å⁻¹
charge	-1
E	-3803.78631	Ha
expectation value of S²	0.795



Formula: C30H19N9S2W
Source: the OMol25 dataset
Level of theory: ωB97M-V/def2-TZVPD

Geometry as XYZ:
```
61
Properties=species:S:1:pos:R:3:mulliken_charge:R:1
W -0.975 -0.646 0.022 0.707
N -2.918 1.696 3.194 0.173
C -2.167 0.817 2.569 -0.475
N -1.760 0.949 1.325 -0.200
C -2.172 2.075 0.586 0.436
N -1.762 2.233 -0.625 -1.319
N -0.959 1.177 -1.016 0.967
C -0.161 1.400 -2.009 -0.415
C 0.806 0.354 -2.256 0.758
C 1.739 0.379 -3.282 -0.923
C 2.660 -0.651 -3.368 -0.387
C 2.630 -1.667 -2.423 -0.931
C 1.668 -1.637 -1.433 -0.015
N 0.771 -0.646 -1.343 0.210
C -3.037 3.051 1.226 0.574
C -3.523 4.175 0.552 -0.320
C -4.349 5.060 1.210 -0.822
C -4.701 4.842 2.544 -0.437
C -4.233 3.736 3.226 -0.974
C -3.405 2.848 2.554 0.098
H -3.189 1.517 4.151 0.334
H -1.877 -0.070 3.120 0.563
H -0.197 2.338 -2.549 0.489
H 1.729 1.191 -3.995 0.527
H 3.393 -0.663 -4.163 0.461
H 3.334 -2.486 -2.455 0.465
H 1.590 -2.430 -0.700 0.560
H -3.246 4.329 -0.481 0.508
H -4.728 5.929 0.691 0.453
H -5.350 5.543 3.050 0.430
H -4.511 3.562 4.258 0.419
C 2.659 0.925 2.158 -1.059
C 1.560 0.761 1.317 -0.262
N 0.772 -0.307 1.373 0.665
C 1.047 -1.264 2.293 -0.377
C 2.132 -1.188 3.172 0.905
C 2.951 -0.050 3.083 -0.760
C 2.343 -2.260 4.103 -0.937
C 1.508 -3.321 4.137 -0.902
C 0.384 -3.411 3.248 0.779
C -0.523 -4.487 3.237 -0.718
C -1.566 -4.472 2.347 -1.050
C -1.711 -3.396 1.466 0.171
N -0.872 -2.366 1.449 0.559
C 0.163 -2.381 2.332 0.067
H 3.266 1.814 2.068 0.471
H 1.313 1.512 0.576 0.474
H 3.804 0.052 3.742 0.491
H 3.187 -2.199 4.778 0.485
H 1.672 -4.128 4.840 0.457
H -0.391 -5.312 3.925 0.503
H -2.284 -5.279 2.305 0.509
H -2.527 -3.374 0.760 0.217
S -1.328 -2.255 -1.750 -0.198
C -2.999 -2.732 -1.735 0.648
C -3.366 -3.811 -2.597 -0.357
N -3.654 -4.675 -3.297 -0.351
C -3.892 -2.082 -0.961 0.535
S -3.375 -0.767 0.057 -0.216
C -5.281 -2.414 -0.921 -0.301
N -6.404 -2.648 -0.873 -0.364
```

Output
HOMO level (alpha / beta)	-12.93 / -13.63	eV
energy relative to the best compared isomer or geometry (same formula, charge and spin)	1.0	kJ/mol
spin multiplicity	3
strongest force on any atom	0.4	eV Å⁻¹
charge	+2
E	-2510.50132	Ha
expectation value of S²	2.035



Formula: C30H20Br2F4N2O2PPb
Source: the OMol25 dataset
Level of theory: ωB97M-V/def2-TZVPD

Geometry as XYZ:
```
62
Properties=species:S:1:pos:R:3:mulliken_charge:R:1
Pb -1.203 -0.001 -1.201 1.318
F 2.885 6.522 -0.558 -0.218
C 2.581 5.254 -0.572 0.581
C 3.576 4.299 -0.389 0.247
F 4.819 4.662 -0.193 -0.234
C 3.230 2.959 -0.415 0.256
F 4.179 2.040 -0.253 -0.346
C 1.912 2.536 -0.612 0.013
P 1.663 0.735 -0.651 -0.272
C 2.510 0.118 -2.112 1.246
C 1.904 0.345 -3.355 -0.649
C 2.537 -0.066 -4.512 -0.774
C 3.763 -0.723 -4.433 -0.559
C 4.378 -0.918 -3.202 -0.758
C 3.757 -0.519 -2.031 -0.173
C 2.250 0.058 0.879 1.347
C 2.663 -1.289 0.926 -0.807
C 3.206 -1.786 2.091 -0.948
C 3.284 -0.972 3.224 -0.558
C 2.845 0.353 3.186 -0.809
C 2.300 0.866 2.030 -0.713
C 0.931 3.512 -0.790 0.013
Br -0.904 3.104 -1.080 -0.052
C 1.262 4.856 -0.768 0.315
F 0.326 5.769 -0.931 -0.278
H 0.945 0.851 -3.419 0.438
H 2.080 0.109 -5.476 0.456
H 4.238 -1.088 -5.333 0.444
H 5.354 -1.381 -3.150 0.463
H 4.252 -0.646 -1.080 0.511
H 2.584 -1.918 0.047 0.707
H 3.571 -2.804 2.129 0.522
H 3.671 -1.381 4.148 0.485
H 2.930 0.976 4.066 0.505
H 1.929 1.883 2.008 0.554
Br -4.050 0.512 -3.170 -0.090
C -4.506 0.658 -1.344 0.046
C -5.777 0.971 -0.900 -0.559
C -5.997 0.980 0.473 -0.355
C -4.966 0.682 1.358 -0.845
C -3.719 0.429 0.819 0.748
N -3.511 0.419 -0.494 -0.117
C -2.494 0.057 1.673 0.189
O -2.672 -0.262 2.826 -0.592
O -1.370 0.074 1.022 -0.200
H -6.565 1.206 -1.602 0.496
H -6.981 1.219 0.857 0.486
H -5.109 0.655 2.429 0.575
N -1.587 -2.703 -0.802 -0.461
C -2.119 -2.947 0.456 1.073
C -1.251 -3.021 1.573 -0.314
C -1.775 -3.212 2.815 -0.616
C -3.175 -3.331 2.976 -0.505
C -4.039 -3.294 1.857 -0.569
C -3.523 -3.086 0.611 -0.413
H -0.658 -3.106 -0.902 0.294
H -2.194 -3.020 -1.555 0.295
H -0.181 -2.933 1.430 0.322
H -1.130 -3.274 3.681 0.442
H -3.590 -3.472 3.967 0.459
H -5.102 -3.440 1.990 0.486
H -4.167 -3.080 -0.261 0.452
```

Output
HOMO level (alpha / beta)	-17.08 / -17.16	eV
strongest force on any atom	1.4	eV Å⁻¹
charge	+3
E	-7495.88925	Ha



Formula: C30H20Cl5N5O6Sr
Source: the OMol25 dataset
Level of theory: ωB97M-V/def2-TZVPD

Geometry as XYZ:
```
67
Properties=species:S:1:pos:R:3:mulliken_charge:R:1
Sr 0.157 0.092 -0.406 2.371
O 0.507 2.748 3.316 -0.487
C 0.185 2.174 2.154 -0.419
O 0.954 2.067 1.222 -0.466
C -1.238 1.693 2.089 -0.203
C -2.239 2.060 2.962 -0.426
C -3.528 1.594 2.695 -0.967
C -3.774 0.837 1.562 -0.662
C -2.706 0.522 0.734 0.143
N -1.469 0.921 1.027 1.384
C -2.869 -0.126 -0.657 0.708
O -4.017 -0.119 -1.122 -0.923
O -1.790 -0.525 -1.210 -1.204
H 1.443 2.983 3.272 0.402
H -2.022 2.692 3.814 0.590
H -4.341 1.851 3.363 0.463
H -4.770 0.502 1.304 0.604
C -3.025 3.122 -2.639 -0.951
C -2.361 3.167 -3.852 -0.486
C -0.995 2.936 -3.877 -0.700
C -0.345 2.631 -2.691 0.861
N -0.987 2.525 -1.515 -0.039
C -2.298 2.801 -1.504 -0.253
C 1.145 2.487 -2.657 0.191
C 1.927 3.465 -3.254 -0.807
C 3.308 3.349 -3.184 -0.410
C 3.861 2.266 -2.519 -0.888
C 3.009 1.349 -1.934 -0.317
N 1.675 1.456 -1.987 0.181
H -4.090 3.307 -2.567 0.434
H -2.896 3.384 -4.770 0.423
H -0.441 2.976 -4.807 0.511
H -2.795 2.761 -0.538 0.535
H 1.456 4.305 -3.748 0.491
H 3.943 4.103 -3.635 0.423
H 4.934 2.136 -2.446 0.411
H 3.398 0.488 -1.395 0.368
Cl 1.690 -0.492 3.000 -0.297
C 2.293 -1.673 1.825 1.134
C 1.902 -1.528 0.505 -1.837
C 2.454 -2.465 -0.346 1.242
Cl 2.022 -2.339 -2.054 -0.217
C 3.317 -3.484 0.037 -0.539
Cl 3.963 -4.597 -1.121 -0.207
C 3.658 -3.596 1.383 0.738
Cl 4.714 -4.850 1.912 -0.201
C 3.139 -2.677 2.297 -0.527
Cl 3.551 -2.804 3.973 -0.196
O -5.756 -2.352 -0.220 -0.531
C -5.010 -3.383 -0.841 -0.454
N -4.926 -4.547 0.011 -0.147
C -4.488 -4.568 1.308 -0.076
O -4.785 -5.476 2.064 -0.634
C -3.554 -3.495 1.798 0.747
C -3.773 -2.970 3.061 -0.414
C -2.840 -2.105 3.598 -1.049
C -1.708 -1.802 2.853 0.001
N -1.485 -2.283 1.625 -0.057
C -2.407 -3.114 1.119 -0.455
H -5.452 -1.530 -0.625 0.394
H -4.019 -3.030 -1.116 0.262
H -5.505 -3.719 -1.751 0.387
H -5.578 -5.287 -0.182 0.277
H -4.657 -3.269 3.616 0.476
H -2.968 -1.687 4.592 0.477
H -0.938 -1.157 3.260 0.292
H -2.188 -3.520 0.132 0.522
```

Output
HOMO level	-8.40	eV
energy relative to the best compared isomer or geometry (same formula, charge and spin)	105.4	kJ/mol
strongest force on any atom	2.9	eV Å⁻¹
E	-4212.28761	Ha